The following is a DFT calculation (ωB97M-V/def2-TZVPD) of C42H53N3OSSiW as an isolated structure in a non-equilibrium geometry.

Geometry (Å):
W1 -0.05 0.99 -1.61
C1 1.30 4.16 -1.34
C2 1.63 3.24 -2.50
N1 1.58 1.87 -1.98
C3 0.18 0.10 -3.66
C4 -0.79 1.11 -3.75
S1 -2.24 2.11 -1.73
C5 -1.90 3.84 -2.04
C6 -1.12 4.43 -0.88
N2 0.10 3.65 -0.69
H1 1.18 5.18 -1.70
H2 2.13 4.16 -0.63
H3 2.61 3.42 -2.93
H4 0.90 3.37 -3.29
H5 2.46 1.52 -1.61
H6 -0.15 -0.92 -3.76
H7 1.16 0.31 -4.07
H8 -1.81 0.79 -3.90
H9 -0.56 2.06 -4.21
H10 -2.88 4.31 -2.19
H11 -1.35 3.92 -2.98
H12 -1.71 4.37 0.03
H13 -0.91 5.48 -1.06
H14 0.27 3.49 0.29
C7 -2.16 -5.10 -2.62
C8 -2.06 -3.66 -2.18
C9 -3.20 -2.86 -2.12
C10 -3.16 -1.52 -1.69
C11 -4.43 -0.72 -1.56
C12 -1.93 -1.02 -1.35
C13 -0.72 -1.78 -1.43
C14 -0.83 -3.12 -1.85
N3 0.40 -1.06 -1.22
C15 1.80 -1.53 -0.91
C16 2.70 -1.37 -2.15
C17 4.15 -1.71 -1.78
C18 4.64 -0.75 -0.68
C19 3.77 -0.92 0.57
C20 3.85 -2.35 1.08
C21 3.36 -3.29 -0.02
C22 4.24 -3.15 -1.26
C23 1.90 -2.98 -0.42
C24 2.31 -0.61 0.23
H15 -3.18 -5.37 -2.88
H16 -1.83 -5.77 -1.82
H17 -1.53 -5.29 -3.48
H18 -4.16 -3.29 -2.38
H19 -5.19 -1.30 -1.04
H20 -4.82 -0.48 -2.55
H21 -4.28 0.20 -1.01
H22 -1.94 -0.09 -0.80
H23 0.04 -3.74 -1.97
H24 2.65 -0.35 -2.55
H25 2.33 -2.04 -2.94
H26 4.76 -1.59 -2.67
H27 4.62 0.29 -1.04
H28 5.68 -0.97 -0.44
H29 4.09 -0.22 1.35
H30 3.24 -2.46 1.99
H31 4.88 -2.60 1.35
H32 3.38 -4.32 0.35
H33 3.92 -3.85 -2.04
H34 5.28 -3.40 -1.02
H35 1.22 -3.15 0.42
H36 1.66 -3.67 -1.22
H37 2.22 0.44 -0.05
H38 1.68 -0.75 1.10
O1 -0.24 1.02 0.31
Si1 -0.84 0.79 1.87
C25 -2.67 0.96 1.82
C26 -3.23 2.20 1.44
C27 -4.60 2.42 1.44
C28 -5.46 1.40 1.83
C29 -4.94 0.18 2.24
C30 -3.56 -0.04 2.23
C31 -0.05 2.17 2.78
C32 1.27 2.54 2.48
C33 1.96 3.48 3.23
C34 1.33 4.08 4.31
C35 0.02 3.73 4.63
C36 -0.66 2.79 3.87
C37 -0.34 -0.84 2.57
C38 0.55 -0.90 3.65
C39 0.91 -2.13 4.22
C40 0.37 -3.31 3.73
C41 -0.54 -3.27 2.67
C42 -0.88 -2.05 2.11
H39 -2.56 3.03 1.23
H40 -5.00 3.39 1.16
H41 -6.53 1.57 1.85
H42 -5.61 -0.60 2.58
H43 -3.18 -0.99 2.58
H44 1.79 2.06 1.65
H45 2.98 3.74 2.99
H46 1.85 4.81 4.91
H47 -0.47 4.20 5.48
H48 -1.69 2.53 4.14
H49 0.99 0.01 4.05
H50 1.61 -2.15 5.05
H51 0.64 -4.26 4.18
H52 -0.97 -4.19 2.30
H53 -1.60 -2.05 1.29

Summary:
* electronic energy: -71458.4376 eV
* 2S+1: 3
* gap between HOMO and LUMO (alpha / beta): 6.73 / 5.43 eV
* LUMO level (alpha / beta): -0.25292 / -0.30625 Ha
* energy relative to the best compared isomer or geometry (same formula, charge and spin): 80.4 kcal/mol
* <S²>: 2.056
* total charge: +2